[1]
6
Properties=species:S:1:pos:R:3:forces:R:3 method="wB97M-V/def2-TZVPD" homo_ev=-8.63 gap_ha=0.25790 fmax_ev_per_a=1.67 relative_energy_kj_mol=445.44 total_energy_ha=-1023.83158
C 0.659392 -0.492037 -1.626661 1.1271 0.0614 -0.9820
C -1.286956 0.114642 1.085768 -0.1058 -0.1933 -0.1011
N 1.524223 -0.539179 -0.837844 0.6053 0.1497 1.0075
I -1.821339 -0.820374 -0.693543 -1.2336 0.4524 1.0253
I -1.514335 2.205824 1.129587 -0.0470 -0.4124 -0.2999
I 2.439015 -0.468875 0.942693 -0.3460 -0.0578 -0.6499

---

[2]
124
Properties=species:S:1:pos:R:3:forces:R:3 method="wB97M-V/def2-TZVPD" homo_ev=-8.69 gap_ha=0.30277 fmax_ev_per_a=2.15 relative_energy_kj_mol=0.00 total_energy_ha=-3007.08158
C 16.086078 25.122614 -28.287588 0.1856 1.0659 0.9460
C 17.176035 25.614379 -27.314012 -0.6495 0.2214 -1.2721
O 17.026595 24.968933 -26.070644 0.7823 -0.4309 0.8989
H 16.226989 24.057707 -28.449712 -0.2162 0.0359 -0.3927
H 16.040419 25.752866 -29.175365 0.3842 -0.4444 -0.3218
H 15.121764 25.335898 -27.813618 -0.0954 -0.3925 0.0836
H 17.164130 26.703712 -27.209861 -0.1909 -0.0483 0.1403
H 18.157625 25.372831 -27.726646 0.0628 -0.2326 0.3199
H 16.112133 24.923448 -25.785779 -0.1944 0.3363 -0.3352
C 17.127146 28.862464 -24.675355 0.4421 0.9124 -0.4308
C 16.569050 30.285747 -24.841972 -0.2418 -0.8068 0.6459
O 17.221224 30.952748 -25.916720 -0.0662 -0.0148 0.2785
H 18.199516 28.951646 -24.480795 0.0744 -0.1695 -0.2723
H 16.934010 28.441295 -25.663891 0.3360 -0.6114 0.2064
H 16.780448 28.241004 -23.853141 -0.5475 0.1980 -0.0919
H 16.648496 30.858787 -23.915183 -0.0862 0.0726 -0.0003
H 15.514400 30.176895 -25.096356 -0.0333 0.4109 -0.0929
H 18.071516 31.233773 -25.564096 0.0559 0.0478 -0.2528
C 22.003304 27.820419 -18.302884 0.6385 0.1323 -0.1518
C 21.976296 29.176047 -17.616225 0.2937 -0.8085 -0.0453
O 20.636781 29.526270 -17.297439 0.2432 0.7194 0.1811
H 22.991172 27.648006 -18.734922 -0.0283 -0.0397 -0.1220
H 21.271347 27.804241 -19.107970 0.0393 -0.0504 -0.0497
H 21.809792 26.995830 -17.616360 -0.0768 0.2918 0.0986
H 22.431237 29.940800 -18.245471 -0.5824 0.1212 -0.3181
H 22.668094 29.146000 -16.765934 -0.4436 0.0152 0.4482
H 20.249074 28.869715 -16.703918 0.1134 -0.2776 -0.1494
C 15.464528 29.820292 -20.559859 1.1225 1.0145 0.9798
O 16.133183 30.762785 -20.996761 -0.6659 -0.4694 -0.5951
N 14.313232 30.032923 -19.861271 -0.8283 -0.0050 0.1014
N 15.947698 28.558829 -20.519832 -0.2134 -0.2683 -0.2001
H 13.768797 29.292921 -19.457509 0.1172 -0.2104 -0.2044
H 13.813195 30.898321 -19.954243 0.3951 0.2144 -0.0932
H 16.713863 28.278890 -21.125699 0.1727 -0.1541 0.1353
H 15.475997 27.865944 -19.971328 -0.0107 -0.1809 -0.1705
C 24.363088 28.489496 -21.206827 -0.4672 -0.1446 0.8545
O 25.269262 27.652061 -21.061596 -0.1435 0.6962 -0.1578
N 23.107553 28.173236 -21.564988 0.1283 -1.0546 -0.7353
N 24.489840 29.819848 -20.914134 0.4377 0.6656 -0.0431
H 22.308011 28.797306 -21.562273 0.3398 0.0535 0.1986
H 22.951649 27.179499 -21.731496 -0.0871 0.0784 -0.1206
H 25.264827 30.200819 -20.403335 0.1704 -0.3639 -0.1324
H 23.686985 30.414379 -21.016154 -0.0985 -0.0549 0.0476
C 16.665030 23.979911 -20.180258 -0.1896 0.1412 -1.3576
O 17.777916 23.469111 -20.350262 -0.5405 0.4855 0.6094
N 15.773206 23.598708 -19.248566 0.5614 -0.9042 0.8049
N 16.180355 24.981021 -20.968199 0.4127 0.1020 -0.2231
H 14.848321 23.976279 -19.215080 -0.1206 -0.1470 0.0965
H 16.021088 22.761779 -18.746428 -0.3505 0.0933 0.1449
H 15.239181 25.311855 -20.879671 -0.0416 0.0212 0.0094
H 16.779091 25.441671 -21.636520 0.0930 0.2296 0.0484
C 15.203455 21.468666 -23.851443 0.2909 -0.4640 0.4154
O 15.047688 20.301991 -23.493785 -0.0980 0.7224 -0.4803
N 14.469862 22.055158 -24.836408 -0.2121 -1.0977 0.1912
N 16.137890 22.260789 -23.275690 0.1272 -0.4566 0.7183
H 13.806812 21.395916 -25.212159 -0.2280 0.6903 -0.4108
H 14.569178 23.017742 -25.071863 -0.2993 0.0771 -0.3113
H 16.726656 21.737211 -22.648691 0.2749 0.5281 0.0409
H 16.332843 23.210616 -23.517722 0.1997 -0.0109 -0.0691
C 20.831813 22.145053 -22.335332 -0.8416 0.6627 -0.8604
O 20.998351 23.339202 -22.642281 -0.0286 -0.9819 0.6442
N 19.804319 21.717715 -21.562507 0.3347 0.3759 0.1451
N 21.650949 21.173681 -22.791393 0.5929 0.9855 -0.0991
H 19.608119 20.736344 -21.593186 -0.4472 0.0203 0.4789
H 19.222891 22.424216 -21.125399 -0.3082 -0.4546 -0.1691
H 22.272152 21.573136 -23.480672 0.0821 -0.8281 -0.1629
H 21.407331 20.205785 -22.732453 0.1762 -0.1361 -0.3184
C 23.081260 24.851431 -20.621386 1.0822 -0.6675 -0.4296
O 22.702401 25.359527 -21.674219 -0.0293 0.3804 0.6162
N 22.480756 23.732029 -20.137816 -0.3072 0.6726 0.2043
N 24.198684 25.239011 -19.948268 -0.0459 0.7790 -0.5418
H 22.836851 23.363958 -19.279438 -0.3932 -0.6696 -0.0656
H 21.774693 23.372227 -20.763377 0.0435 -0.3010 0.4765
H 24.745648 25.977792 -20.393504 -0.0628 0.2107 0.1911
H 24.545724 24.815834 -19.111746 -0.1144 -0.2157 0.0357
C 19.754581 30.167155 -20.950640 0.4558 -1.0303 -0.5944
O 20.924877 29.774207 -21.114820 -0.6302 1.2366 0.1188
N 19.076361 29.927374 -19.813918 -0.3697 -0.4530 0.9991
N 19.003643 30.767854 -21.910215 0.0220 0.0252 -0.0687
H 18.077466 29.808206 -19.829206 -0.0467 0.4499 -0.0714
H 19.551329 29.610125 -18.973331 0.2614 -0.0179 -0.2073
H 18.008787 30.855832 -21.750244 -0.0197 0.3159 -0.0437
H 19.424972 31.112575 -22.750625 0.1096 -0.2421 -0.0238
C 18.895648 26.445705 -22.169901 -0.1038 -0.7492 0.0857
O 17.859079 27.140656 -22.065652 0.2678 -0.1196 -0.0823
N 19.935844 26.528099 -21.331548 -0.2925 0.7297 0.7022
N 18.986910 25.486967 -23.115933 -0.4704 0.3155 -0.2483
H 20.562403 25.752428 -21.165795 0.3293 0.1339 -0.4652
H 19.811057 27.217355 -20.603808 0.2535 -0.0495 0.0347
H 18.132698 25.370571 -23.632786 0.3257 -0.1937 -0.4789
H 19.818454 24.924740 -23.270703 -0.1142 -0.1769 0.2137
C 19.454567 22.029365 -25.960891 -0.6044 -1.3718 -0.4583
O 20.080088 20.972534 -25.950233 0.1051 0.7496 0.0563
N 19.973657 23.266168 -25.811832 1.0282 0.4226 0.3829
N 18.084361 22.077944 -26.127597 -0.1653 1.1501 0.3558
H 19.439185 24.112082 -25.869480 -0.3431 -0.1687 -0.0896
H 20.962375 23.421181 -25.664012 -0.0925 -0.2319 -0.0477
H 17.519344 21.411952 -26.616993 0.4322 -0.4335 0.0555
H 17.751139 23.031912 -26.111122 -0.5417 -0.3016 -0.2192
C 19.046951 26.264811 -17.648897 0.6697 1.4316 0.1336
O 19.324951 27.012596 -16.707131 -0.5617 -0.6371 -0.0890
N 19.937856 25.364390 -18.128272 -0.4040 -0.3435 0.0361
N 17.933386 26.423416 -18.421785 -0.2484 -0.2963 -0.0836
H 19.619870 24.655772 -18.770657 0.3474 -0.1695 0.0731
H 20.765662 25.262126 -17.570747 0.0350 -0.3281 -0.2010
H 17.788966 25.812427 -19.206339 -0.0438 0.0796 -0.0219
H 17.135566 26.901895 -18.050709 0.1223 0.1640 0.1558
C 20.822175 27.943883 -26.218219 -0.1940 -0.1943 -0.2958
C 21.251139 26.600565 -25.634790 1.6135 0.2683 0.1181
C 22.363557 26.011571 -26.523658 -0.6061 -0.0083 -0.3747
O 22.437163 24.605501 -26.427978 -0.2571 0.4647 -0.5643
C 23.390877 24.062480 -27.341955 -0.0515 -0.3893 2.1159
N 21.777195 26.770710 -24.279354 -0.4556 0.0890 -0.2333
H 20.573514 27.875572 -27.281220 -0.4612 -0.0479 0.1049
H 21.632406 28.676274 -26.187337 0.0929 -0.0823 0.3173
H 19.985829 28.303889 -25.619211 -0.0568 0.2625 -0.2851
H 20.418859 25.898257 -25.560771 -0.0334 0.0791 -0.3109
H 23.368627 26.417260 -26.350153 -0.1677 0.3341 0.4597
H 22.100927 26.329168 -27.543545 0.1178 -0.4098 -0.2343
H 23.233836 24.371195 -28.374104 -0.0188 -0.1300 -0.0324
H 23.294547 22.998055 -27.122753 0.0401 -0.1461 -0.8880
H 24.374286 24.325276 -26.935031 0.2135 0.2521 -0.6364
H 22.527481 27.452525 -24.352098 0.1292 -0.0803 0.3339
H 21.046189 27.229402 -23.740149 0.2018 -0.0649 0.3113